# C22H44F2N2O21S2Zn

A structure of composition C22H44F2N2O21S2Zn at a distorted geometry (wB97M-V/def2-TZVPD, the Open Molecules 2025 dataset).

Total energy, eV: -145024.7769
E_HOMO, eV: -9.159
Multiplicity: 1
E_LUMO, eV: -0.949
Gap between HOMO and LUMO, eV: 8.211

Cartesian coordinates (Å):
Zn: -1.91 0.86 2.97
N: -1.57 0.33 1.17
S: -1.31 -1.05 0.45
O: 0.10 -1.36 0.23
O: -2.34 -1.62 -0.40
F: -1.46 -1.91 1.80
S: -1.28 1.10 -0.35
O: -2.19 0.87 -1.48
O: 0.10 1.45 -0.61
F: -1.76 2.57 0.20
C: -3.89 -0.66 6.15
C: -2.97 -0.05 5.10
O: -2.35 1.02 5.22
O: -2.91 -0.60 3.98
H: -3.66 -0.38 7.18
H: -3.70 -1.73 6.22
H: -4.93 -0.47 5.89
C: 4.35 -5.27 -7.24
O: 2.96 -5.12 -7.39
C: 2.45 -4.08 -6.56
C: 2.70 -4.05 -5.07
O: 1.92 -5.05 -4.36
C: 0.55 -4.74 -4.22
C: 0.16 -4.25 -2.84
O: 0.74 -3.01 -2.46
C: 0.33 -1.86 -3.19
H: 4.88 -4.37 -7.55
H: 4.73 -6.19 -7.68
H: 4.64 -5.42 -6.20
H: 1.38 -4.14 -6.76
H: 2.68 -3.08 -6.94
H: 2.47 -3.05 -4.68
H: 3.70 -4.28 -4.72
H: -0.04 -5.61 -4.48
H: 0.21 -4.00 -4.96
H: 0.46 -5.01 -2.12
H: -0.92 -4.15 -2.67
H: -0.75 -1.88 -3.38
H: 0.74 -1.83 -4.21
H: 0.45 -0.93 -2.64
C: 2.18 1.26 2.19
O: 2.30 0.05 2.95
C: 1.20 -0.43 3.50
O: 0.10 0.11 3.43
O: 1.54 -1.45 4.29
C: 0.66 -2.59 4.20
H: 1.78 2.08 2.78
H: 1.64 1.13 1.25
H: 3.21 1.58 2.05
H: -0.39 -2.32 4.10
H: 0.86 -3.29 5.02
H: 0.95 -3.22 3.36
C: 7.12 1.04 -0.62
O: 5.87 0.43 -0.31
C: 5.03 0.28 -1.29
O: 5.16 0.71 -2.42
O: 3.96 -0.38 -0.82
C: 2.94 -0.67 -1.72
H: 7.00 2.01 -1.12
H: 7.74 0.42 -1.27
H: 7.61 1.29 0.32
H: 2.33 -1.39 -1.17
H: 3.30 -1.11 -2.66
H: 2.30 0.19 -1.92
C: -4.38 4.22 1.46
O: -5.16 3.02 1.28
C: -4.70 1.89 1.78
O: -3.72 1.84 2.56
O: -5.39 0.89 1.36
C: -5.08 -0.52 1.54
H: -4.58 4.93 0.65
H: -3.32 4.00 1.35
H: -4.63 4.80 2.34
H: -4.02 -0.75 1.43
H: -5.57 -1.20 0.84
H: -5.45 -0.74 2.53
C: -0.47 5.26 5.28
O: -0.62 3.99 4.69
C: -0.58 3.73 3.40
O: -1.12 2.75 2.91
O: 0.19 4.64 2.72
C: 0.62 4.40 1.41
H: -1.30 5.92 5.02
H: 0.40 5.79 4.88
H: -0.48 5.03 6.34
H: 1.42 3.66 1.46
H: 1.02 5.31 0.95
H: -0.25 4.19 0.78
C: -4.11 3.31 -2.18
C: -2.78 3.51 -2.73
N: -1.71 3.71 -3.15
H: -4.17 2.30 -1.78
H: -4.72 3.27 -3.08
H: -4.50 4.12 -1.57